Below is a molecular structure, C25H34CoN2O5PS at a distorted geometry, with properties calculated with ωB97M-V/def2-TZVPD.

Structure (XYZ):
```
69
Properties=species:S:1:pos:R:3
Co -0.22 0.55 -0.20
C 0.37 2.69 -2.75
C -0.63 3.27 -1.79
C -1.19 4.55 -2.11
C -2.09 5.15 -1.27
C -2.47 4.42 -0.09
C -3.37 4.95 0.87
C -3.66 4.23 2.03
C -3.11 2.97 2.27
C -2.23 2.39 1.35
S -1.50 0.89 1.71
C -1.90 3.11 0.14
N -1.01 2.55 -0.73
H 0.63 3.45 -3.48
H -0.07 1.84 -3.29
H 1.26 2.31 -2.24
H -0.86 5.03 -3.03
H -2.52 6.12 -1.48
H -3.84 5.90 0.68
H -4.34 4.66 2.78
H -3.37 2.40 3.16
N 0.96 -0.71 -2.44
C 0.20 -1.37 -3.55
C -1.34 -1.16 -3.40
C -1.68 -1.16 -1.86
O -1.76 -2.27 -1.32
O -1.76 0.01 -1.35
H 1.57 0.00 -2.86
H 1.60 -1.42 -2.05
H 0.38 -2.44 -3.51
H 0.54 -1.01 -4.53
H -1.85 -1.99 -3.89
H -1.63 -0.23 -3.88
C 3.86 2.30 1.59
C 3.92 1.34 0.58
C 2.78 0.95 -0.11
C 1.53 1.43 0.26
C 1.48 2.48 1.17
C 2.62 2.88 1.85
H 4.76 2.58 2.12
H 4.86 0.87 0.32
H 2.86 0.17 -0.86
H 0.52 2.93 1.43
H 2.53 3.67 2.61
C 1.48 -5.24 -0.58
C 0.40 -4.20 -0.86
O 0.20 -3.43 0.36
P -0.07 -1.84 0.57
O 1.31 -1.30 1.19
C 1.89 -1.87 2.40
C 3.19 -2.53 2.03
O -1.00 -1.95 1.90
C -2.36 -2.49 1.84
C -2.39 -3.68 2.79
H 1.58 -5.89 -1.45
H 1.24 -5.85 0.30
H 2.45 -4.75 -0.41
H -0.55 -4.66 -1.12
H 0.71 -3.53 -1.67
H 1.19 -2.60 2.83
H 2.04 -1.03 3.10
H 3.02 -3.36 1.35
H 3.71 -2.91 2.92
H 3.83 -1.80 1.53
H -2.60 -2.76 0.81
H -3.02 -1.71 2.22
H -1.71 -4.46 2.43
H -3.39 -4.10 2.90
H -2.03 -3.35 3.77
```

Output
**HOMO (alpha / beta)**: -7.1 / -7.9 eV
**Total energy**: -3581.08027 Ha
**Expectation value of S²**: 6.050
**Multiplicity**: 5